The following is a quantum chemistry calculation of 2 unconnected molecules or ions with the total composition C10H16BrIO6, from OMol25.

**Total charge**: 0
**Kohn-Sham gap**: 10.1 eV
**HOMO energy**: -9.6 eV

Last column: natural (NBO) charge in e.
Geometry (Å):
C: -0.0588 -1.3982 -0.2317  -0.2630
O: -0.4470 -0.5832 -1.3172  -0.5217
C: -0.5604 0.7789 -1.0091  -0.1006
C: -1.8031 1.1008 -0.1394  0.0779
Br: -2.4977 2.8876 -0.6503  -0.0780
O: -2.7758 0.1390 -0.2948  -0.5269
C: -3.7550 0.1274 0.7367  -0.0693
C: -4.8781 -0.7898 0.2872  -0.5531
C: -5.6595 -0.2068 -0.8639  0.5245
O: -5.9157 0.9390 -1.0273  -0.4904
I: -6.4226 -1.6881 -2.2717  -0.0202
H: 0.3649 -0.8153 0.5947  0.1833
H: -0.9073 -1.9679 0.1716  0.1738
H: 0.7085 -2.1072 -0.5638  0.1796
H: 0.3158 1.1335 -0.4515  0.1899
H: -0.6159 1.3288 -1.9515  0.2050
H: -1.5260 1.2328 0.9107  0.1891
H: -3.3139 -0.2696 1.6625  0.1856
H: -4.1226 1.1440 0.9235  0.2067
H: -5.5922 -0.9126 1.1132  0.2562
H: -4.4981 -1.7806 0.0357  0.2468
C: 4.6268 0.1444 -1.2862  -0.6275
C: 4.3676 0.5752 0.1339  0.0662
C: 4.7189 -0.4432 1.2011  -0.0948
O: 3.7531 -0.1707 2.2253  -0.4872
C: 2.6813 0.4134 1.6471  0.9751
O: 1.6364 0.6012 2.1820  -0.5847
O: 2.9554 0.7451 0.3661  -0.4986
H: 4.0163 -0.7238 -1.5364  0.2239
H: 4.3813 0.9426 -1.9849  0.2321
H: 5.6786 -0.1136 -1.4133  0.2223
H: 4.8476 1.5343 0.3458  0.1858
H: 5.7211 -0.3289 1.6050  0.2074
H: 4.5762 -1.4684 0.8510  0.1848

***

The following is a quantum chemistry calculation of a molecular structure, C10H16Cl2Cu2MgO14S2 at a distorted geometry, from OMol25.

**Multiplicity**: 3
**Total charge**: +2
**Kohn-Sham gap (alpha / beta)**: 7.7 / 2.3 eV
**HOMO energy (alpha / beta)**: -14.2 / -14.2 eV

Last column: natural (NBO) charge in e.
Geometry (Å):
Mg: -26.3460 8.0716 8.9434  1.8199
Cu: -27.6686 8.8766 5.0337  0.9570
Cu: -30.4925 7.9430 7.6764  0.9778
S: -28.1142 6.3648 9.1335  2.5378
O: -28.0434 7.6866 9.8089  -0.9535
O: -26.7418 6.2492 8.6463  -1.0370
O: -28.5121 5.5307 10.3006  -0.4911
O: -29.1221 6.4842 8.1096  -0.9880
S: -27.7746 9.6637 7.5726  2.5797
O: -26.7458 9.9051 8.6081  -1.1079
O: -27.2760 8.3417 7.0363  -1.1991
O: -29.1513 9.5465 8.0863  -1.0780
O: -27.7681 10.4838 6.3734  -1.0584
C: -22.4583 8.5907 4.2097  -0.6403
C: -22.9718 7.6362 5.2567  0.0609
C: -21.9015 7.1543 6.2623  -0.0987
O: -22.4860 7.4178 7.5467  -0.4319
C: -23.6883 7.9085 7.3898  1.0453
O: -24.4486 8.1867 8.2931  -0.7762
O: -23.9980 8.1473 6.1174  -0.4637
H: -22.2918 9.6045 4.5738  0.2350
H: -23.1770 8.6781 3.3922  0.2320
H: -21.5507 8.1752 3.7744  0.2460
H: -23.3174 6.7316 4.7500  0.2003
H: -20.9665 7.6974 6.1320  0.2163
H: -21.6855 6.0931 6.1744  0.2202
C: -28.1635 12.6047 11.6424  -0.6360
C: -27.6393 11.3626 12.3547  0.0419
C: -26.5038 10.5998 11.6224  -0.1034
O: -25.4110 10.6626 12.6073  -0.3381
C: -25.8572 11.2160 13.6884  0.9339
O: -25.1321 11.2961 14.7206  -0.0675
O: -27.0325 11.7376 13.6143  -0.3085
H: -27.4218 13.4043 11.6634  0.2413
H: -29.1444 12.9326 11.9685  0.2656
H: -28.2605 12.3243 10.5876  0.2426
H: -28.4990 10.7010 12.4596  0.2467
H: -26.1787 11.1410 10.7407  0.2577
H: -26.7244 9.5445 11.5140  0.2208
Cl: -31.2308 13.8002 7.2519  -0.0581
C: -29.8061 12.8272 6.7386  -0.3825
C: -28.5369 13.6374 6.8476  -0.4107
Cl: -28.5387 15.0879 5.8363  -0.0221
H: -29.9223 12.3915 5.7470  0.2176
H: -29.9181 12.0007 7.4367  0.2175
H: -27.6710 13.0322 6.5954  0.2282
H: -28.4709 14.0320 7.8616  0.2091

***

The following is a quantum chemistry calculation of a molecular structure, C10H16Cl3NiO2S4 at a distorted geometry, from OMol25.

**Multiplicity**: 3
**Total charge**: +1
**Kohn-Sham gap (alpha / beta)**: 9.9 / 9.5 eV
**HOMO energy (alpha / beta)**: -12.4 / -12.9 eV

Last column: natural (NBO) charge in e.
Geometry (Å):
Ni: -0.6550 -0.0706 -0.5687  1.1412
C: -1.1531 -2.1981 1.9648  -0.5701
C: -0.3970 -1.0308 2.6031  -0.5665
S: -0.9109 0.4279 1.7313  0.2951
C: 0.3840 1.6407 1.7795  -0.5538
C: 0.3129 2.7895 0.7360  -0.5545
S: 0.0840 2.2805 -0.9958  0.3102
C: 1.7565 1.9453 -1.5063  -0.5773
C: 2.4910 0.7454 -0.8914  -0.5274
S: 1.5155 -0.7495 -1.2252  0.2221
C: 2.0064 -1.9843 0.1035  -0.4982
C: 0.9521 -3.0836 0.3098  -0.5473
S: -0.7857 -2.4778 0.2285  0.2689
H: -2.2523 -2.1331 2.0185  0.2696
H: -0.9984 -3.1036 2.5638  0.2556
H: 0.6731 -1.2247 2.6029  0.2246
H: -0.6186 -0.9288 3.6776  0.2558
H: 1.3061 1.0986 1.7994  0.2113
H: 0.4196 2.0369 2.7371  0.2379
H: 1.2647 3.3206 0.8730  0.2491
H: -0.4985 3.4929 0.9856  0.2644
H: 2.3008 2.8902 -1.3925  0.2572
H: 1.6501 1.7882 -2.6028  0.2647
H: 2.5946 0.8425 0.1526  0.2139
H: 3.5099 0.6402 -1.3065  0.2548
H: 2.0655 -1.3744 0.9502  0.2027
H: 3.0203 -2.4215 -0.0221  0.2546
H: 1.0590 -3.5948 1.2819  0.2529
H: 0.9786 -3.8855 -0.4470  0.2596
Cl: -2.9971 1.4161 -4.4808  0.0884
C: -3.5855 0.8125 -2.9820  -0.2299
Cl: -4.6430 -0.6246 -3.1797  0.0451
Cl: -4.4320 2.1246 -2.1786  0.0636
C: -2.4266 0.3207 -2.0513  0.7259
O: -1.3165 -0.0128 -2.4678  -0.7208
O: -2.6745 0.2854 -0.8005  -0.7435